91
Properties=species:S:1:pos:R:3:forces:R:3:mulliken_charge:R:1 method="wB97M-V/def2-TZVPD" max_force_ha_per_bohr=0.0402 orbital_gap_ev=10.913 relative_energy_ev=0.928 smiles="C[C@H]1COC(=O)O1.C[C@H]1COC(=O)O1.C[C@H]1COC(=O)O1.C[C@H]1COC(=O)O1.C[C@H]1COC(=O)O1.C[C@H]1COC(=O)O1.C[C@H]1COC(=O)O1" e_tot_ha=-2672.2703
C -5.0050 0.7199 -0.8542 0.0920 0.1396 0.3875 -1.78
C -4.0865 0.3475 0.3040 -0.9927 0.4560 -0.9612 1.13
C -4.6638 0.3154 1.7126 0.4979 0.2620 0.3204 -0.08
O -4.4791 -1.0344 2.1225 -0.4867 -0.3857 0.3491 -0.32
C -3.9379 -1.7858 1.1476 -0.0563 1.0452 -0.2752 0.65
O -3.6848 -2.9353 1.2201 0.0850 -0.5672 0.0403 -0.55
O -3.7108 -1.0085 0.0517 0.6333 -0.2009 0.3960 -0.38
H -4.4539 0.4174 -1.7419 -0.2447 0.1999 -0.2373 0.24
H -5.1832 1.7938 -0.8923 0.0408 -0.0269 -0.0749 0.42
H -5.9655 0.2043 -0.8381 0.0714 -0.1357 0.1451 0.45
H -3.2519 1.0536 0.2451 0.4190 -0.5591 0.1042 0.10
H -5.7004 0.6446 1.7845 -0.1022 -0.3987 -0.0922 0.29
H -4.0787 0.9171 2.4066 -0.1123 0.1260 -0.0347 -0.10
C -1.3377 1.6946 -6.4943 -0.4368 0.3324 -0.9943 -1.31
C -2.7417 2.2080 -6.2059 0.9483 -0.9672 -0.1688 0.51
C -3.8479 1.1528 -6.2577 -0.9137 1.1010 -0.5533 -0.52
O -4.7056 1.5960 -5.1944 -0.0915 -0.4713 0.0648 -0.37
C -3.9972 2.3460 -4.3173 0.0079 -0.8910 -0.2756 0.68
O -4.3824 2.5934 -3.2219 0.1945 0.5585 0.0591 -0.52
O -2.8005 2.6473 -4.8504 -0.1144 0.5607 0.4622 -0.31
H -1.2861 1.4106 -7.5512 -0.1939 -0.2371 0.0493 0.43
H -1.0876 0.8271 -5.8920 0.1717 0.1715 0.2043 0.17
H -0.6145 2.5065 -6.4396 0.0930 -0.1302 0.5864 0.37
H -2.9728 3.0357 -6.8779 -0.1151 0.1274 0.1653 0.31
H -3.5887 0.0992 -6.1641 0.3502 0.0871 0.4108 0.28
H -4.4393 1.2684 -7.1657 0.1271 -0.1705 -0.1013 0.32
C -1.2977 0.6224 2.5827 0.2751 1.1962 -0.1227 -0.68
C -1.1602 1.0717 4.0169 0.5296 -0.1930 0.0323 0.77
C -0.9681 2.5867 4.2761 1.1721 -1.4666 -0.8629 -0.27
O -2.1508 2.9643 4.9275 -0.0824 0.6231 -0.2297 -0.41
C -3.0066 1.9114 5.0321 -0.1495 0.9518 0.1097 0.56
O -4.1317 2.0487 5.3904 -0.0472 -0.3557 0.1304 -0.54
O -2.4174 0.7798 4.6637 0.5510 -0.4565 0.1019 -0.41
H -0.3420 0.7435 2.0715 0.0402 -0.1869 0.0746 -0.31
H -1.9718 1.3585 2.1319 -0.1860 -0.3981 -0.3399 0.32
H -1.6485 -0.4013 2.4871 -0.0585 0.0035 0.0563 0.34
H -0.2905 0.5890 4.4690 -0.5899 -0.5995 0.4126 0.13
H -0.7222 3.0484 3.3124 -0.8556 0.5770 0.1091 0.18
H -0.0522 2.7175 4.8515 -0.4189 0.2980 0.5643 0.28
C -0.2894 -0.7986 -0.5256 0.4387 0.0995 0.3849 -1.18
C -0.0999 -0.6849 -2.0139 -0.9561 0.4299 0.3153 0.76
C -1.2021 0.1198 -2.7289 0.7133 0.1617 -0.0578 -0.09
O -0.4682 1.1822 -3.3446 -0.6988 0.4760 -0.1389 -0.31
C 0.8171 1.1852 -2.9888 -0.3822 -0.9292 -0.5109 0.59
O 1.6020 1.9616 -3.4231 0.6541 0.3671 0.3679 -0.62
O 1.0781 0.1296 -2.1888 0.4140 0.0815 -0.3528 -0.49
H 0.6518 -1.1325 -0.0869 -0.2109 -0.4279 0.0998 0.26
H -1.1194 -1.4192 -0.1945 0.0854 -0.2008 -0.2189 0.41
H -0.4292 0.2002 -0.0998 -0.2063 0.0868 -0.2379 0.07
H -0.0135 -1.6289 -2.5449 0.5609 -0.1202 0.3330 0.37
H -1.9329 0.5467 -2.0438 -0.1333 -0.0802 -0.0981 -0.23
H -1.6524 -0.4550 -3.5358 -0.3239 0.0205 0.1740 0.38
C 3.5262 -1.9638 6.0847 -0.3096 -0.1045 0.1441 -1.71
C 3.1489 -0.9173 5.0290 1.5117 -0.8876 0.9723 0.66
C 4.2183 -0.6881 3.9562 0.8403 -0.5571 0.5595 -0.49
O 3.5618 -0.8691 2.6930 -0.6411 0.4580 0.9627 -0.33
C 2.3045 -1.3396 2.9689 0.3324 -0.5000 -0.8439 0.56
O 1.5447 -1.6861 2.1257 -0.2356 0.2594 -0.3050 -0.49
O 2.0793 -1.4534 4.2720 -0.7202 0.6914 0.3983 -0.39
H 4.4102 -1.7148 6.6735 0.1369 0.2156 -0.3146 0.40
H 3.6508 -2.9539 5.6445 0.1364 0.0805 -0.1437 0.41
H 2.7228 -2.0510 6.8191 -0.1159 0.0557 -0.1318 0.38
H 2.9679 0.0021 5.5890 -0.8798 0.1624 -0.5914 0.20
H 4.9895 -1.4609 4.0251 0.0205 0.1043 -0.0181 0.47
H 4.6825 0.2862 4.0930 -0.1052 0.0918 -0.5608 0.31
C 2.0041 2.7906 0.0768 0.6026 -0.5176 -0.1412 -1.70
C 2.5488 1.7685 1.0551 -0.3363 0.0248 0.7543 1.18
C 4.0367 1.9133 1.4960 -0.8846 -0.8163 -1.4834 -0.41
O 3.9686 2.2844 2.8544 0.5434 0.4850 0.3814 -0.42
C 2.6929 2.2830 3.3048 0.5647 0.0216 -0.4428 0.50
O 2.3801 2.4546 4.4404 -0.0086 -0.0062 0.3075 -0.55
O 1.8654 2.0608 2.3012 -0.8879 -0.2896 0.1700 -0.16
H 0.9244 2.7102 -0.0375 -0.0425 -0.0215 0.2510 0.26
H 2.4212 2.6436 -0.9213 0.1808 0.2005 0.0603 0.40
H 2.2723 3.7572 0.5039 -0.1307 0.2158 -0.3967 0.48
H 2.2902 0.7259 0.8630 0.0908 0.1173 -0.4614 -0.22
H 4.5293 2.6027 0.8093 0.2149 0.5122 0.6831 0.41
H 4.5372 0.9512 1.4083 0.0660 0.0298 0.1311 0.23
C 4.4107 -4.9316 -3.0057 -0.8671 -0.8324 -0.5334 -1.51
C 3.4636 -4.0204 -2.2206 0.6777 -1.0631 -0.9097 0.48
C 2.4172 -3.3581 -3.1357 0.4154 1.2238 0.9041 -0.25
O 1.1893 -3.6216 -2.4660 -0.3383 0.3748 -0.8361 -0.30
C 1.4091 -4.3166 -1.3466 -0.8797 -0.2246 1.0832 0.65
O 0.6011 -4.4711 -0.4851 0.1113 -0.1684 -0.3904 -0.53
O 2.6519 -4.7960 -1.3280 0.9156 -0.0789 0.0820 -0.37
H 5.0212 -4.4178 -3.7474 0.2002 0.3550 0.3956 0.37
H 3.7955 -5.5980 -3.6239 -0.1898 0.1109 0.0790 0.37
H 4.9948 -5.6451 -2.4268 0.2400 0.5365 0.3947 0.35
H 4.0218 -3.3065 -1.6177 -0.1055 0.1766 -0.0153 0.26
H 2.3900 -3.6596 -4.1799 -0.0144 -0.3938 0.1245 0.37
H 2.5761 -2.2765 -3.0740 -0.1152 -0.0260 -0.3901 0.14